A molecular structure, C34H79AsF9InO22P2S3 in a non-equilibrium geometry. Source: the Open Molecules 2025 dataset; level of theory: the ωB97M-V functional and the def2-TZVPD basis.

Last column: Mulliken charge in e.
Geometry (Å):
1 In 1.10821 -0.71525 -0.41555  4.06
2 As 2.02077 -4.37111 -2.20792  1.99
3 F 2.20676 -5.96515 -2.77415  -0.46
4 F 2.59183 -4.76036 -0.56867  -0.45
5 F 1.95733 -2.65038 -1.59669  -0.65
6 F 1.45447 -3.84136 -3.80011  -0.50
7 F 0.39859 -4.70484 -1.65363  -0.38
8 F 3.71352 -3.93810 -2.60426  -0.54
9 C -3.84664 -0.31978 -1.11130  1.10
10 O -4.75580 0.62659 -0.64017  -0.49
11 O -3.02670 -0.80432 -0.04531  0.11
12 C -4.68498 -1.44665 -1.82568  0.23
13 F -3.73693 -2.33909 -2.28450  -0.24
14 F -5.64118 -1.99576 -1.12113  -0.26
15 F -5.28556 -1.15314 -2.99274  -0.29
16 C -4.19981 1.75372 0.04284  1.34
17 C -5.23412 2.82787 0.07800  -1.79
18 H -6.19450 2.47050 0.30595  0.42
19 H -5.02681 3.56793 0.80301  0.43
20 H -5.23507 3.37203 -0.89685  0.33
21 H -3.46850 2.00531 -0.67699  -0.38
22 H -3.80298 1.60224 1.06882  -0.19
23 H -3.15247 0.08099 -1.89668  -0.70
24 C 5.05472 0.80349 0.66695  -1.57
25 C 3.60198 0.71246 0.29525  0.49
26 O 3.15099 -0.42567 -0.10734  -0.72
27 O 2.86795 1.71432 0.43052  -0.50
28 H 5.29359 1.76098 1.08271  0.40
29 H 5.78648 0.63060 -0.15262  0.26
30 H 5.25338 0.05717 1.47373  0.21
31 C -1.79444 6.47894 3.02838  -0.47
32 O -0.45959 6.65226 2.51953  -0.50
33 H -2.35909 7.37987 2.65990  0.25
34 H -2.21717 5.64445 2.50169  0.14
35 H -1.90628 6.30622 4.12890  0.22
36 H -0.19217 5.73084 2.41310  0.28
37 C -0.74055 -1.68695 -2.57107  -0.09
38 O -0.72265 -1.23794 -1.22674  -0.38
39 H -1.52852 -2.41874 -2.68436  0.32
40 H -0.97564 -0.87953 -3.34106  -0.71
41 H 0.12709 -2.28778 -2.89321  -0.31
42 H -2.19472 -1.01926 -0.46073  0.18
43 C -0.47219 1.91904 -0.33262  0.53
44 O 0.34675 1.11826 0.59547  0.20
45 H -0.69506 2.81952 0.25733  0.61
46 H 0.19307 2.02680 -1.23791  -1.07
47 H -1.31269 1.29288 -0.60172  -0.06
48 H 1.21920 1.57658 0.79188  0.10
49 C -4.48443 1.29485 3.94368  -0.74
50 O -3.22534 0.92388 3.40118  -0.25
51 H -4.39613 2.25099 4.44432  0.26
52 H -5.24931 1.39492 3.09275  0.23
53 H -4.81798 0.66544 4.76766  0.31
54 H -3.39303 0.04171 3.09913  0.10
55 C 2.31837 6.03746 4.34523  -0.62
56 C 3.32974 4.85401 4.09111  -0.70
57 C 2.59681 3.52348 4.06302  -0.04
58 S 0.79818 3.86067 4.28937  1.22
59 O 0.03555 2.98147 5.12810  -0.70
60 O 0.38124 4.09977 2.96591  -0.41
61 C 1.13548 5.48562 5.10745  -0.89
62 H 1.87717 6.44686 3.45287  0.23
63 H 2.86032 6.78854 4.86821  0.48
64 H 3.95996 4.90570 4.92116  0.33
65 H 3.89011 5.02264 3.16583  0.31
66 H 2.98202 2.94876 4.95943  0.42
67 H 2.76103 2.95275 3.15619  -0.24
68 H 1.17420 5.32341 6.17310  0.43
69 H 0.21179 5.99260 4.92672  0.34
70 C -2.99319 -3.97474 0.37243  1.13
71 C -3.28141 -5.46746 0.23558  -0.92
72 C -2.54604 -6.16625 1.43013  -0.79
73 S -2.82932 -5.05720 2.74852  1.01
74 O -1.69621 -4.98062 3.66472  -0.51
75 O -4.16731 -5.31153 3.21988  -0.70
76 C -2.93529 -3.50199 1.79257  0.16
77 H -3.70540 -3.39825 -0.20940  -0.63
78 H -2.04822 -3.85015 -0.20312  -0.51
79 H -2.90495 -5.74504 -0.80125  0.39
80 H -4.31883 -5.78225 0.33703  0.36
81 H -1.45654 -6.31733 1.31493  0.28
82 H -2.97358 -7.09598 1.65873  0.55
83 H -2.05308 -2.92111 2.03817  -0.34
84 H -3.78710 -2.96530 2.18730  0.45
85 C -2.11860 1.87643 -3.61567  2.05
86 C -2.90749 0.86847 -4.40858  -0.23
87 C -2.96867 1.43457 -5.85883  -0.98
88 S -2.54787 3.16494 -5.71211  1.20
89 O -3.48345 3.96999 -6.45595  -0.75
90 O -1.13339 3.31798 -6.00087  -0.62
91 C -2.72322 3.18157 -3.99432  -0.97
92 H -1.03609 1.96759 -3.94159  -0.45
93 H -2.32064 1.67440 -2.54926  -1.40
94 H -3.91585 0.86883 -3.94526  0.27
95 H -2.36151 -0.04133 -4.45453  0.33
96 H -3.88967 1.42078 -6.34504  0.55
97 H -2.29508 0.91221 -6.54796  0.28
98 H -3.76880 3.33383 -3.68779  0.39
99 H -2.20263 4.12122 -3.58949  0.41
100 C 3.87032 -4.42176 2.10353  -1.22
101 C 3.93436 -2.96853 1.79627  0.47
102 O 3.08606 -2.19071 2.74613  -0.64
103 P 1.56579 -1.96572 2.58816  0.11
104 O 1.01039 -2.08327 1.20336  -0.06
105 O 0.81797 -3.03483 3.52418  0.14
106 C 1.46693 -3.59685 4.73845  -0.25
107 C 1.06570 -5.02269 4.95961  -1.31
108 O 1.37576 -0.54989 3.29294  -0.36
109 C 0.03914 -0.11177 3.52992  1.25
110 C -0.56351 -0.33758 4.88071  -1.45
111 H 4.01785 -5.04959 1.30956  0.49
112 H 4.51286 -4.64543 2.97801  0.27
113 H 2.86885 -4.55028 2.37349  0.20
114 H 4.88508 -2.51711 1.97651  0.34
115 H 3.63114 -2.73896 0.78894  -0.34
116 H 2.48812 -3.49943 4.55955  0.35
117 H 1.26913 -2.93391 5.64236  0.35
118 H 0.05679 -5.15417 5.36933  0.29
119 H 1.14513 -5.61491 4.06475  0.26
120 H 1.83476 -5.24881 5.71817  0.45
121 H 0.08581 0.97690 3.36910  -0.33
122 H -0.53701 -0.54652 2.67895  -0.29
123 H -0.65539 -1.36645 5.18351  0.27
124 H -0.09994 0.18258 5.69979  0.34
125 H -1.54495 0.04883 4.81826  0.22
126 C 3.84995 3.03141 -2.03502  -0.60
127 C 2.49467 3.07395 -2.77398  0.37
128 O 2.21227 2.07979 -3.85750  -0.39
129 P 2.25726 0.47419 -3.59113  -0.75
130 O 1.74786 0.26052 -2.22679  0.60
131 O 1.28831 -0.22007 -4.63195  0.25
132 C 1.73869 -0.46630 -5.97186  -0.27
133 C 0.47043 -0.57419 -6.80097  -1.20
134 O 3.70210 0.03321 -3.84793  -0.38
135 C 3.91451 -1.38694 -3.74750  0.84
136 C 5.06289 -1.94930 -4.58292  -1.65
137 H 3.66167 3.32130 -0.97481  -0.01
138 H 4.31660 2.02228 -2.10247  0.03
139 H 4.51775 3.76614 -2.47541  0.49
140 H 1.73219 2.97443 -2.05287  -0.41
141 H 2.31345 4.03118 -3.26812  0.49
142 H 2.41529 0.34361 -6.32013  0.47
143 H 2.19355 -1.43307 -6.04598  0.20
144 H 0.84935 -0.66314 -7.83692  0.45
145 H -0.07293 -1.52440 -6.56524  0.33
146 H -0.13164 0.32383 -6.66595  0.12
147 H 4.03902 -1.66015 -2.71107  -0.02
148 H 2.91379 -1.85608 -3.91904  -0.25
149 H 4.86851 -3.00717 -4.68454  0.39
150 H 5.12206 -1.56534 -5.60662  0.40
151 H 6.03509 -1.79144 -4.06039  0.34

Force components x, y, z for each atom (eV/Å):
In -0.67 -0.60 -0.97
As 0.94 0.43 1.01
F 0.16 -0.08 -0.01
F -0.31 0.02 -1.02
F -0.45 -0.23 -0.22
F 0.44 -0.09 1.14
F 0.59 0.58 -0.47
F -1.26 -0.60 -0.08
C 0.24 0.32 0.67
O -0.59 -1.25 0.34
O -2.77 0.57 -0.53
C 1.32 -0.10 -1.54
F -0.54 -0.29 1.26
F 0.28 -0.66 1.12
F -0.19 1.57 -0.08
C -0.23 -0.39 0.08
C 0.59 0.97 -1.86
H -1.35 -0.71 0.10
H 0.54 0.78 0.96
H -0.41 -0.49 0.59
H 1.69 1.07 -0.01
H -0.01 -0.66 -0.80
H -0.62 -0.22 0.42
C 0.92 -0.98 0.24
C -0.89 0.30 -0.06
O 0.80 0.03 0.71
O 0.40 -0.30 0.43
H -0.14 0.64 0.15
H -0.79 -0.19 0.32
H -0.12 0.34 -0.71
C -0.28 1.42 -0.84
O -0.64 -0.29 0.76
H 0.34 -0.77 0.91
H -0.52 -0.61 -0.02
H 0.34 0.38 -0.75
H 0.62 0.10 -0.12
C -0.36 -0.14 -1.06
O 0.86 0.42 0.01
H -0.50 -0.10 0.13
H 0.66 -0.69 1.09
H -0.05 0.93 0.23
H 1.74 -0.56 -0.55
C 2.04 -0.41 0.23
O 0.02 -0.37 0.01
H -0.27 -0.08 -0.86
H -1.11 0.57 0.77
H -0.24 0.16 0.21
H -0.46 -0.19 -0.53
C -0.91 0.86 -0.80
O -0.36 0.44 0.51
H 0.25 0.48 -0.33
H 0.74 -0.27 1.41
H -0.17 -0.63 -0.36
H 0.37 -0.89 -0.58
C -0.21 -1.25 -0.25
C -1.74 1.09 -1.43
C 0.34 -1.19 1.96
S 3.02 0.68 2.74
O 0.21 -0.16 0.00
O -1.45 0.33 -2.88
C -0.76 -1.20 -0.43
H 0.29 0.24 -0.56
H 0.12 0.80 0.46
H 1.35 -0.27 1.10
H -0.05 0.01 0.27
H -0.78 0.18 -1.09
H -0.26 -0.13 -0.11
H 0.54 -0.23 0.34
H -0.48 0.76 -0.20
C 0.07 0.41 -1.89
C 0.87 -0.93 -0.36
C 1.25 0.80 -1.82
S 0.46 1.54 0.92
O -0.90 -0.41 -0.45
O -0.14 -0.26 0.46
C 0.83 -0.75 0.81
H -0.13 -0.07 0.15
H -0.24 0.33 0.87
H -0.46 -0.19 1.48
H -0.18 0.42 -0.19
H -0.46 0.37 -0.16
H -0.68 -1.24 0.53
H 0.26 -0.01 -0.10
H -0.44 -0.12 -0.18
C 0.96 0.24 0.78
C -0.51 1.05 -1.22
C 1.15 -0.46 0.54
S 0.68 -0.06 -2.24
O -0.04 0.03 0.52
O -0.33 0.03 0.24
C -0.08 3.25 1.92
H -0.99 -0.67 0.90
H 0.91 0.25 -0.39
H 0.53 -0.72 -0.50
H -0.30 -1.17 0.32
H -1.87 -0.17 -0.43
H 0.22 0.39 0.31
H 0.07 -0.45 -0.33
H -0.40 -1.39 -0.68
C 0.71 1.51 2.67
C -0.16 0.78 -0.11
O 0.60 -0.05 -0.54
P -0.85 -0.74 2.12
O -0.01 0.27 0.37
O 0.50 0.65 -0.47
C -1.92 1.50 0.15
C 0.13 0.65 1.08
O 1.36 -1.17 -0.28
C -0.90 1.06 -1.21
C 0.52 -0.79 0.22
H 0.83 -1.35 -2.09
H -0.35 -0.18 -0.52
H -1.67 -0.79 0.62
H 0.73 0.14 -0.04
H -0.30 0.11 -0.30
H 1.83 -0.16 -0.24
H -0.23 -0.71 -1.18
H 0.37 0.18 -0.12
H 0.30 -0.27 -0.24
H -0.44 -0.92 -0.17
H -0.18 -0.43 -0.11
H -0.28 0.43 0.85
H 0.07 -0.64 -0.16
H 0.61 0.43 0.07
H -1.16 0.50 -0.10
C -0.34 -0.14 -0.35
C 0.40 -0.25 -0.79
O 0.88 -1.27 0.35
P -1.82 3.02 -0.06
O -0.50 -0.33 0.50
O 1.07 0.65 0.87
C -1.02 0.54 -0.80
C 0.67 -0.57 -0.60
O 1.29 0.38 -0.56
C -0.96 -1.71 0.19
C 0.05 0.68 0.28
H 0.27 -0.43 -0.87
H -0.32 0.71 0.24
H 0.26 -0.12 -0.10
H -0.98 -0.40 0.73
H 0.25 -0.22 -0.09
H -0.44 -0.52 0.22
H 0.82 -0.42 0.37
H -0.63 0.16 0.21
H 0.30 0.98 -0.02
H -0.12 -0.15 -0.20
H 0.49 0.34 0.42
H 0.97 -0.04 -0.59
H 0.13 -0.36 0.21
H -0.10 0.26 0.25
H -0.69 -0.11 -0.50

Summary:
E	-223144.791	eV
lowest unoccupied orbital energy	0.1	eV
Kohn-Sham gap	9.9667	eV